No. 1
{"formula": "C6H11N2OS", "method": "the ωB97M-V functional and the def2-TZVPD basis", "charge": 1, "gap_ha": 0.2257, "species": ["C", "C", "C", "C", "C", "C", "N", "N", "O", "S", "H", "H", "H", "H", "H", "H", "H", "H", "H", "H", "H"], "coordinates": [[1.16629, -1.72589, -0.99412], [0.79137, 2.03584, 0.15363], [-0.76781, -1.05241, 0.03355], [-0.91822, 0.37460, 0.66951], [0.89800, -2.18427, 1.33734], [-1.22866, 1.63582, -1.43469], [0.52100, -1.57970, 0.05044], [-0.38170, 1.47101, -0.21107], [1.92101, -1.71189, -1.84718], [1.53232, 3.27925, -0.58395], [-1.34334, -1.60319, 0.79133], [-1.11248, -1.01444, -0.96506], [-1.88002, 0.63983, 1.19451], [-0.23948, 0.34234, 1.59218], [1.95622, -2.47540, 1.49445], [0.54585, -1.47069, 2.15118], [0.24339, -3.08951, 1.52612], [-2.34419, 1.64694, -1.10237], [-1.12676, 0.81202, -2.09071], [-0.88762, 2.56941, -1.82548], [2.65486, 3.10035, 0.06039]], "forces_ev_per_angstrom": [[2.682, 0.625, -1.159], [-2.022, -2.916, 1.200], [-3.773, 2.737, 1.988], [2.689, 0.853, 1.482], [-0.668, -0.976, 2.584], [-1.351, 0.918, 2.737], [1.273, -0.947, 1.590], [-0.136, -0.884, 0.716], [-0.804, -0.452, -0.016], [-0.227, 1.308, -1.974], [-0.309, -0.676, -1.138], [-0.971, -0.499, -0.837], [0.380, -0.616, -1.460], [-0.596, 0.357, -1.343], [-0.624, 0.544, -0.579], [0.914, -0.615, -1.203], [0.809, 0.813, -0.639], [1.889, 0.371, -0.680], [0.396, -0.669, -0.929], [-0.353, 0.466, -0.907], [0.800, 0.258, 0.567]], "lowdin_charge": [-0.078, -0.581, -0.123, -0.136, 0.051, -0.027, -0.060, -0.285, 0.378, 0.822, 0.147, 0.121, 0.150, 0.115, 0.129, 0.127, 0.135, 0.132, 0.056, 0.063, -0.137]}

---

No. 2
{"formula": "CH2N2S2", "method": "the ωB97M-V functional and the def2-TZVPD basis", "gap_ha": 0.3070, "species": ["C", "N", "N", "S", "S", "H", "H"], "coordinates": [[1.49257, 0.45308, 0.17759], [2.39596, 1.31885, 0.09120], [0.22482, 0.11639, 0.12505], [2.85181, -1.25394, -0.01454], [3.85138, 0.61610, -0.03871], [-0.24665, -0.09972, -0.64449], [0.00394, -0.45146, 1.03067]], "forces_ev_per_angstrom": [[2.909, -2.208, -1.163], [-2.145, 1.329, 0.143], [0.855, 0.404, 7.453], [-0.079, 1.454, 0.167], [0.601, -1.320, -0.020], [-2.066, -1.018, -4.009], [-0.077, 1.359, -2.571]], "lowdin_charge": [-0.628, -0.421, 0.103, 0.244, 0.483, 0.047, 0.172]}

---

No. 3
{"formula": "C8H26AgO8", "method": "the ωB97M-V functional and the def2-TZVPD basis", "charge": 2, "multiplicity": 2, "gap_ha": [0.3506, 0.1302], "species": ["Ag", "C", "O", "H", "H", "H", "H", "C", "O", "H", "H", "H", "H", "C", "C", "O", "O", "H", "H", "H", "H", "H", "H", "C", "C", "O", "O", "H", "H", "H", "H", "H", "H", "C", "C", "O", "O", "H", "H", "H", "H", "H", "H"], "coordinates": [[-0.59982, -0.21510, -0.24439], [-3.08690, 1.35783, -2.08215], [-1.66351, 1.26839, -1.98695], [-3.52965, 2.12667, -2.71537], [-3.45491, 0.47056, -2.59733], [-3.61620, 1.35458, -1.12930], [-1.14422, 1.52596, -2.75220], [-2.79249, -2.68227, -0.21620], [-2.08954, -2.16939, -1.29489], [-2.24301, -3.41431, 0.37564], [-3.17708, -1.88721, 0.42261], [-3.66675, -3.13412, -0.68482], [-2.56442, -2.49793, -2.06179], [-1.54910, 2.10398, 1.83383], [-1.55603, 0.78605, 2.63544], [-1.86387, -0.35233, 1.91523], [-0.37712, 2.13609, 1.05670], [-1.67207, 2.98872, 2.45851], [-2.36522, 2.14152, 1.11228], [-2.28395, 0.81038, 3.44638], [-0.63264, 0.76492, 3.21424], [-1.69273, -1.07273, 2.52624], [-0.41085, 2.90569, 0.48383], [2.59906, 1.56562, -0.93676], [2.41161, 2.69667, -1.90617], [3.11430, 2.25929, -3.08931], [1.93570, 0.37165, -1.29146], [2.12444, 1.87819, -0.00663], [3.66286, 1.34280, -0.85432], [2.87063, 3.65051, -1.64619], [1.37380, 2.89016, -2.17750], [3.05894, 2.89236, -3.80887], [2.22568, 0.25817, -2.19955], [2.97961, -2.65237, 1.43822], [1.82336, -1.68734, 1.66638], [0.69150, -2.02623, 0.81833], [2.63737, -4.00963, 1.60904], [3.84227, -2.35957, 2.03669], [3.27658, -2.53318, 0.39625], [2.12032, -0.68815, 1.34773], [1.42572, -1.68485, 2.68125], [0.51317, -2.95371, 0.99031], [3.34515, -4.52633, 1.21703]], "forces_ev_per_angstrom": [[0.369, -0.326, 0.051], [-1.338, -1.155, -1.365], [0.416, -0.013, 1.725], [0.830, 0.714, 0.247], [0.118, -0.369, 0.111], [0.761, 0.289, 0.298], [-0.488, 0.097, -0.367], [-1.856, -0.571, 0.615], [1.453, 0.998, -0.770], [0.122, -0.063, -0.131], [0.128, 0.062, 0.131], [-0.235, -0.519, 0.893], [0.559, 0.339, -0.456], [-1.275, -0.934, -0.234], [-0.087, 2.954, 1.671], [0.551, -0.488, -1.865], [1.092, -0.670, -0.358], [0.301, -0.225, 0.391], [-0.594, -0.232, 0.256], [-0.486, 0.535, 0.030], [0.596, -0.501, -0.403], [-0.008, -0.791, -0.147], [0.082, 0.209, -0.143], [-0.552, 1.335, 1.273], [0.948, 0.137, -2.225], [-0.338, -0.626, 0.296], [-0.708, -0.337, -0.112], [0.555, -0.086, 0.398], [0.111, 0.134, 0.287], [-0.106, -0.149, 0.916], [-0.365, -0.136, 0.333], [-0.068, 0.174, -0.002], [-0.168, -0.643, -0.796], [0.366, -0.198, -1.073], [-0.518, 0.025, 0.144], [0.477, 0.914, -0.706], [-0.658, 0.549, 0.509], [-0.138, 0.208, 0.408], [0.093, 0.336, -0.199], [0.152, -0.070, 0.230], [0.423, -0.003, 0.233], [-0.524, -0.604, -0.095], [0.006, -0.301, 0.001]], "lowdin_charge": [1.130, -0.110, -0.161, 0.101, 0.081, 0.086, 0.100, -0.164, -0.149, 0.090, 0.067, 0.104, 0.103, -0.197, -0.209, -0.032, -0.092, 0.145, 0.119, 0.153, 0.142, 0.127, 0.106, -0.223, -0.204, -0.062, -0.048, 0.113, 0.150, 0.138, 0.115, 0.102, 0.105, -0.218, -0.155, -0.070, -0.027, 0.142, 0.130, 0.117, 0.134, 0.109, 0.111]}

---

No. 4
{"formula": "C37H38ClIrN2O2P", "method": "the ωB97M-V functional and the def2-TZVPD basis", "charge": 2, "multiplicity": 2, "gap_ha": [0.2480, 0.2419], "species": ["Ir", "Cl", "C", "C", "C", "C", "O", "C", "C", "O", "C", "H", "H", "H", "H", "N", "C", "C", "C", "C", "C", "C", "P", "C", "C", "C", "C", "C", "C", "C", "C", "C", "C", "C", "C", "H", "H", "H", "H", "H", "H", "H", "H", "H", "H", "H", "H", "H", "H", "H", "H", "C", "C", "C", "C", "C", "C", "C", "C", "N", "C", "C", "C", "C", "H", "H", "H", "H", "H", "H", "H", "H", "H", "H", "H", "H", "H", "H", "H", "H", "H", "H"], "coordinates": [[-0.73723, 1.21090, -0.92480], [4.51772, 6.25264, -1.52946], [3.46897, 4.88729, -1.50256], [3.99776, 3.60968, -1.79041], [3.20910, 2.49219, -1.78021], [1.83676, 2.58313, -1.46980], [1.14972, 1.46912, -1.49122], [1.30043, 3.87204, -1.19535], [-0.05664, 4.09412, -0.94276], [-0.97630, 3.22911, -0.83774], [2.14734, 5.01927, -1.22106], [5.05017, 3.52641, -2.02930], [3.61945, 1.52045, -2.01781], [-0.39466, 5.12544, -0.82237], [1.72504, 5.99490, -1.01680], [-2.83774, 1.41422, -0.56485], [-3.41109, 0.98749, 0.70252], [-4.77175, 0.80901, 0.87843], [-5.23789, 0.53484, 2.15632], [-4.36035, 0.46369, 3.23481], [-2.99903, 0.62285, 3.03835], [-2.52231, 0.85970, 1.75003], [-0.78325, 0.81812, 1.31059], [0.13180, 1.87594, 2.43299], [0.12485, 3.26540, 2.31593], [0.75567, 4.04610, 3.26883], [1.38908, 3.44560, 4.34925], [1.38160, 2.06524, 4.48481], [0.75563, 1.27681, 3.53194], [-0.30052, -0.86552, 1.58572], [-1.23394, -1.90030, 1.71033], [-0.89851, -3.18482, 1.36209], [0.39431, -3.48165, 0.67523], [1.54646, -2.67096, 1.26868], [1.12013, -1.19200, 1.31444], [-3.44389, 1.15898, -1.33646], [-2.83549, 2.43862, -0.55565], [-5.46023, 0.90884, 0.04813], [-6.29848, 0.39634, 2.31666], [-4.74219, 0.26992, 4.22760], [-2.31166, 0.53991, 3.87170], [-0.40439, 3.74187, 1.50586], [0.74546, 5.12371, 3.17739], [1.87842, 4.05710, 5.09537], [1.86159, 1.59959, 5.33477], [0.74807, 0.20089, 3.65029], [-2.24760, -1.69096, 2.02851], [-1.61986, -3.98159, 1.49342], [0.61792, -4.54681, 0.72111], [1.95836, -3.11760, 2.17181], [1.79587, -0.57957, 1.90849], [1.41645, -4.85670, -2.51190], [1.53537, -3.74975, -1.51327], [2.66396, -3.29912, -0.98092], [2.53689, -2.28789, 0.10656], [3.88052, -1.78276, 0.60226], [1.53891, -1.12836, -0.18882], [0.34473, -1.62810, -0.95194], [0.29674, -3.14502, -0.87950], [-0.52506, -0.82883, -1.47967], [-1.48996, -1.36793, -2.52934], [-0.66805, -2.18448, -3.53019], [-2.07585, -0.21254, -3.35450], [-2.64676, -2.16713, -1.91331], [2.40260, -5.18823, -2.83116], [0.85396, -4.56923, -3.40110], [0.89905, -5.71349, -2.07201], [3.63941, -3.66491, -1.27940], [4.44655, -2.60263, 1.04600], [3.78976, -0.99762, 1.35324], [4.46583, -1.38577, -0.22879], [1.93402, -0.20449, -0.58097], [-0.61337, -3.57045, -1.28276], [0.06315, -1.54785, -4.03075], [-1.33267, -2.60286, -4.28627], [-0.13711, -3.00527, -3.06354], [-1.36977, 0.61466, -3.50642], [-3.01067, 0.15538, -2.94968], [-2.30867, -0.58400, -4.35175], [-2.43901, -3.23169, -1.83165], [-3.52807, -2.07359, -2.54896], [-2.90561, -1.78507, -0.92330]], "forces_ev_per_angstrom": [[0.140, 0.309, 0.242], [-0.022, -0.004, 0.003], [0.067, 0.019, -0.008], [0.019, -0.008, -0.011], [-0.035, 0.070, 0.009], [0.023, 0.003, -0.007], [-0.060, -0.249, -0.197], [0.062, -0.002, 0.043], [-0.108, -0.052, -0.053], [-0.032, 0.054, 0.210], [-0.038, -0.048, 0.005], [0.000, 0.002, 0.007], [-0.010, -0.009, 0.005], [0.029, 0.016, -0.053], [0.001, 0.002, -0.001], [0.126, -0.041, -0.265], [0.023, -0.039, -0.019], [0.038, 0.085, 0.024], [-0.012, 0.000, 0.020], [-0.024, -0.010, -0.008], [0.014, -0.003, -0.033], [-0.040, 0.104, 0.090], [-0.095, -0.296, -0.171], [0.106, -0.116, 0.010], [-0.050, 0.009, -0.007], [0.000, -0.017, 0.001], [0.002, 0.015, 0.011], [0.003, -0.023, 0.001], [0.056, 0.058, -0.025], [-0.015, 0.086, 0.248], [-0.036, -0.031, -0.121], [-0.013, 0.030, -0.030], [-0.014, 0.022, 0.027], [0.029, 0.016, -0.039], [0.018, -0.010, -0.014], [-0.048, -0.221, -0.076], [-0.167, -0.003, -0.077], [-0.004, -0.002, 0.001], [0.001, -0.007, 0.002], [-0.004, 0.006, 0.000], [0.009, 0.008, -0.007], [-0.030, 0.014, -0.045], [-0.007, 0.000, -0.002], [0.006, 0.001, -0.006], [-0.003, 0.000, 0.001], [-0.030, 0.023, 0.038], [0.002, 0.009, 0.029], [-0.003, 0.004, -0.005], [-0.015, -0.006, 0.013], [-0.005, -0.021, -0.007], [0.024, -0.041, -0.030], [0.018, -0.062, 0.000], [-0.012, -0.003, 0.022], [0.051, -0.003, -0.007], [-0.011, -0.015, 0.019], [0.011, 0.024, -0.009], [-0.154, 0.071, 0.042], [0.289, 0.091, -0.187], [0.018, -0.076, 0.125], [-0.186, -0.159, 0.268], [0.179, -0.029, -0.151], [-0.022, -0.153, -0.010], [0.217, 0.162, 0.137], [-0.022, 0.087, -0.024], [0.002, -0.008, 0.008], [0.061, -0.052, 0.003], [-0.003, 0.002, 0.008], [-0.002, -0.013, 0.015], [0.000, -0.005, -0.010], [0.007, -0.010, 0.004], [-0.009, 0.008, 0.001], [0.008, 0.073, -0.046], [0.005, -0.002, 0.098], [-0.011, 0.025, -0.006], [-0.012, 0.008, -0.004], [-0.158, 0.190, -0.274], [0.009, -0.044, 0.051], [-0.135, 0.199, 0.103], [-0.046, 0.004, 0.017], [0.031, 0.010, 0.077], [0.006, -0.032, -0.010], [-0.010, 0.013, 0.017]], "lowdin_charge": [1.251, 0.737, -0.656, -0.037, 0.022, -0.293, -0.227, -0.125, -0.141, -0.199, -0.034, 0.125, 0.129, 0.157, 0.128, -0.025, -0.286, 0.003, -0.026, -0.035, -0.048, -0.292, 1.027, -0.316, -0.072, -0.044, -0.036, -0.041, -0.078, -0.276, -0.055, 0.045, -0.156, -0.092, -0.194, 0.098, 0.109, 0.128, 0.125, 0.123, 0.127, 0.088, 0.119, 0.122, 0.121, 0.107, 0.111, 0.130, 0.165, 0.167, 0.134, -0.015, -0.229, 0.047, -0.355, 0.000, -0.092, -0.148, -0.123, 0.014, -0.541, -0.016, -0.055, -0.008, 0.095, 0.076, 0.100, 0.137, 0.103, 0.087, 0.097, 0.127, 0.123, 0.113, 0.112, 0.033, 0.083, 0.057, 0.102, 0.084, 0.097, 0.080]}